Here is a gas-phase ion, C7H12N3 (charge +1) from the OMol25 dataset. Energies are from the ωB97M-V functional and the def2-TZVPD basis.

The largest force on an atom is 0.1136 Eh/bohr. Its total energy is -437.9282 hartree. As for the SMILES: CC1=CN2C(=[NH+]C[C@@H]2C)N1. The energy relative to the best compared isomer or geometry (same formula, charge and spin) is 184.2 kJ/mol. As for the charge: +1. The calculation puts the HOMO energy at -11.9 eV. The frontier orbital gap is 9.2 eV.

Structure (XYZ):
```
22
Properties=species:S:1:pos:R:3:lowdin_charge:R:1
C -0.64793 -3.26602 1.12574 -0.0111
C -0.36401 -1.81928 0.82664 -0.2540
C 0.54568 -1.17303 -0.02526 0.0237
N 0.35536 0.16511 0.04796 0.0037
C -0.70440 0.36484 1.01074 -0.2140
N -1.02873 1.61049 0.98199 0.1258
C -0.11156 2.35316 0.10129 -0.0506
C 0.96539 1.33461 -0.41507 -0.2584
C 1.08205 1.24654 -1.98135 0.0109
N -1.07829 -0.82489 1.49024 0.2027
H -1.56751 -3.32059 1.66110 0.0611
H -0.83485 -3.64487 0.05735 0.1229
H 0.24597 -3.72769 1.66515 0.1197
H 1.45535 -1.48049 -0.50139 0.1391
H -1.84504 2.05048 1.41102 0.1831
H 0.32796 3.24752 0.56941 0.1367
H -0.56439 2.75458 -0.81771 0.1256
H 1.94630 1.60270 -0.06670 0.1450
H 1.73923 2.01373 -2.37419 0.0941
H 0.09415 1.45926 -2.28290 0.0714
H 1.55755 0.39609 -2.29217 0.0498
H -1.79829 -1.25732 2.03672 0.1729
```